one | One molecule with the formula C4H6N2O. Source: OMol25; level of theory: ωB97M-V with the def2-TZVPD basis set.

Molar mass   98.10 g/mol
Frontier orbital gap (spin up / spin down)   8.05 / 7.08 eV

```
! RIJCOSX wB97M-V def2-TZVPD def2/J DEFGRID3
* xyz 0 1
N 0.595 -0.036 2.631
C 0.310 -0.255 1.419
O 1.115 0.355 0.489
C 0.935 -0.067 -0.846
C -0.285 0.604 -1.472
C -1.514 0.062 -0.805
N -1.612 -0.462 0.264
H -0.067 -0.494 3.253
H -1.538 -0.889 1.177
H 0.820 -1.159 -0.887
H 1.844 0.209 -1.388
H -0.259 1.683 -1.283
H -0.344 0.449 -2.552
*
```

two | One molecule with the formula C4H6N2O. Source: OMol25; level of theory: ωB97M-V with the def2-TZVPD basis set.

Molar mass   98.10 g/mol
Frontier orbital gap   7.79 eV

```
! RIJCOSX wB97M-V def2-TZVPD def2/J DEFGRID3
* xyz 0 1
N -0.954 -0.593 1.529
C -0.190 -0.374 0.444
C -0.063 0.933 -0.291
O -1.218 1.726 -0.207
C 0.665 0.684 -1.577
C 1.156 -0.552 -1.380
N 0.643 -1.187 -0.136
H -1.658 0.106 1.706
H -0.617 -1.103 2.326
H -1.186 2.287 -0.994
H 0.744 1.377 0.334
H 1.860 -1.169 -1.931
H 0.818 -2.136 0.178
*
```

Short version: one is the least stable of them.

one | One molecule with the formula C4H6N2O. Source: OMol25; level of theory: ωB97M-V with the def2-TZVPD basis set.

Molar mass   98.10 g/mol
Frontier orbital gap   9.19 eV

```
! RIJCOSX wB97M-V def2-TZVPD def2/J DEFGRID3
* xyz 0 1
C 1.305 -1.862 0.383
O 0.490 -1.207 1.374
C -0.483 -0.066 0.730
N -0.996 -1.206 0.927
N -1.830 1.179 -1.386
C -0.860 1.766 -0.796
C -0.139 1.161 0.313
H 2.307 -1.902 0.814
H 0.900 -2.862 0.218
H 1.305 -1.279 -0.541
H -2.185 1.758 -2.145
H -0.493 2.762 -1.079
H 0.618 1.700 0.869
*
```

two | One molecule with the formula C4H6N2O. Source: OMol25; level of theory: ωB97M-V with the def2-TZVPD basis set.

Molar mass   98.10 g/mol
Frontier orbital gap   7.65 eV

```
! RIJCOSX wB97M-V def2-TZVPD def2/J DEFGRID3
* xyz 0 1
N 1.277 1.112 0.517
C 0.816 0.464 -0.603
C -0.125 -0.691 -0.321
O 0.202 -1.756 -1.017
C -1.237 -0.709 0.521
C -1.539 0.379 1.347
N 1.151 0.635 -1.827
H 1.712 2.007 0.332
H 0.673 1.097 1.336
H -0.455 -2.443 -0.815
H -1.804 -1.659 0.481
H -2.470 0.124 1.894
H 1.793 1.432 -1.847
*
```

three | A 2-piece molecular cluster, C4H6N2O overall. Source: OMol25; level of theory: ωB97M-V with the def2-TZVPD basis set.

Molar mass   98.10 g/mol
SMILES   c1cncnc1.O
Frontier orbital gap   10.44 eV

```
! RIJCOSX wB97M-V def2-TZVPD def2/J DEFGRID3
* xyz 0 1
O -2.428 -3.531 0.774
H -2.936 -3.074 1.482
H -1.986 -4.282 1.231
N -0.784 0.947 -0.292
N 0.928 2.234 -1.266
C -0.296 1.866 -1.173
C 0.146 0.188 0.262
C 1.854 1.435 -0.690
C 1.523 0.487 0.206
H -1.006 2.629 -1.516
H -0.219 -0.576 0.961
H 2.922 1.653 -0.827
H 2.283 0.022 0.848
*
```

four | One molecule with the formula C4H6N2O. Source: OMol25; level of theory: ωB97M-V with the def2-TZVPD basis set.

Molar mass   98.10 g/mol
Frontier orbital gap   7.83 eV

```
! RIJCOSX wB97M-V def2-TZVPD def2/J DEFGRID3
* xyz 0 1
N 1.216 0.035 1.485
C 0.252 -0.389 0.480
C -0.518 0.754 -0.093
O -0.784 1.894 0.509
N -0.967 0.378 -1.247
C -0.363 -0.948 -1.574
C 0.470 -1.408 -0.623
H 2.067 0.358 1.031
H 1.503 -0.801 1.990
H -0.240 1.888 1.323
H -1.639 0.901 -1.794
H -0.675 -1.345 -2.534
H -0.607 -0.825 1.028
*
```

Short version: one is the least stable of them.

one | One molecule with the formula C4H6N2O. Source: OMol25; level of theory: ωB97M-V with the def2-TZVPD basis set.

Molar mass   98.10 g/mol
SMILES   Cc1ncc(O)[nH]1
Frontier orbital gap   8.69 eV

```
! RIJCOSX wB97M-V def2-TZVPD def2/J DEFGRID3
* xyz 0 1
C -2.031 0.153 0.821
C -0.709 0.168 0.114
N -0.241 1.224 -0.492
C 1.058 0.932 -0.849
C 1.361 -0.339 -0.463
O 2.480 -1.103 -0.523
N 0.230 -0.845 0.128
H -2.823 0.395 0.108
H -2.066 0.933 1.596
H -2.248 -0.800 1.315
H 1.702 1.683 -1.286
H 3.155 -0.586 -0.981
H 0.153 -1.776 0.510
*
```

two | One molecule with the formula C4H6N2O. Source: OMol25; level of theory: ωB97M-V with the def2-TZVPD basis set.

Molar mass   98.10 g/mol
SMILES   [H]/N=C(\C)N1C=C1O
Frontier orbital gap   8.90 eV

```
! RIJCOSX wB97M-V def2-TZVPD def2/J DEFGRID3
* xyz 0 1
C 1.945 -0.139 -0.029
C 0.567 0.161 0.494
N -0.405 -0.790 0.071
C -1.131 -0.447 -1.265
C -1.710 -0.265 -0.129
O -2.720 0.005 0.670
N 0.214 1.100 1.272
H 1.942 -0.095 -1.124
H 2.241 -1.153 0.256
H 2.682 0.575 0.350
H -1.074 -0.824 -2.270
H -3.498 0.210 0.131
H 1.022 1.662 1.541
*
```

Short version: two is the least stable of them.

one | One molecule with the formula C4H6N2O. Source: OMol25; level of theory: ωB97M-V with the def2-TZVPD basis set.

Molar mass   98.10 g/mol
SMILES   [H]/N=C/OCCC#N
Frontier orbital gap   11.27 eV

```
! RIJCOSX wB97M-V def2-TZVPD def2/J DEFGRID3
* xyz 0 1
N 1.080 -1.715 0.259
C 1.215 -0.766 1.079
O 1.110 0.535 0.743
C 0.466 0.828 -0.496
C -1.056 0.922 -0.248
C -1.853 -0.080 -0.959
N -2.500 -0.856 -1.521
H 1.208 -2.608 0.728
H 1.418 -0.842 2.149
H 0.713 0.074 -1.246
H 0.863 1.796 -0.805
H -1.226 0.799 0.827
H -1.438 1.913 -0.512
*
```

two | One molecule with the formula C4H6N2O. Source: OMol25; level of theory: ωB97M-V with the def2-TZVPD basis set.

Molar mass   98.10 g/mol
SMILES   [H]/N=C/OCCC#N
Frontier orbital gap   11.32 eV

```
! RIJCOSX wB97M-V def2-TZVPD def2/J DEFGRID3
* xyz 0 1
N -2.033 0.644 -1.035
C -1.618 0.413 0.130
O -1.085 -0.785 0.498
C 0.158 -1.139 -0.083
C 1.300 -0.309 0.544
C 1.707 0.843 -0.267
N 2.043 1.733 -0.924
H -2.402 1.593 -1.068
H -1.652 1.111 0.972
H 0.132 -1.027 -1.172
H 0.300 -2.193 0.163
H 0.964 0.045 1.525
H 2.185 -0.929 0.718
*
```

Short version: two is the least stable of them.

one | One molecule with the formula C4H6N2O. Source: OMol25; level of theory: ωB97M-V with the def2-TZVPD basis set.

Molar mass   98.10 g/mol
SMILES   Nc1ccc(O)[nH]1
Frontier orbital gap   7.89 eV

```
! RIJCOSX wB97M-V def2-TZVPD def2/J DEFGRID3
* xyz 0 1
N -2.147 -0.113 -0.048
C -0.811 0.110 0.290
C -0.048 1.273 0.305
C 1.303 0.871 0.445
C 1.335 -0.512 0.457
O 1.974 -1.207 -0.578
N 0.002 -0.930 0.556
H -2.378 0.488 -0.828
H -2.279 -1.073 -0.349
H -0.407 2.274 0.123
H 2.184 1.496 0.351
H 1.533 -0.774 -1.339
H -0.262 -1.901 0.616
*
```

two | One molecule with the formula C4H6N2O. Source: OMol25; level of theory: ωB97M-V with the def2-TZVPD basis set.

Molar mass   98.10 g/mol
Frontier orbital gap   8.64 eV

```
! RIJCOSX wB97M-V def2-TZVPD def2/J DEFGRID3
* xyz 0 1
C 1.433 -0.540 1.706
O 0.048 -0.381 1.425
C -0.184 -0.124 0.125
C 0.673 -0.051 -0.936
N -0.220 0.360 -1.976
C -1.495 0.515 -1.540
N -1.484 0.155 -0.249
H 1.872 -1.326 1.082
H 1.486 -0.806 2.761
H 1.983 0.390 1.517
H 0.509 1.034 -2.220
H -2.398 0.767 -2.084
H -2.286 0.039 0.354
*
```

three | One molecule with the formula C4H6N2O. Source: OMol25; level of theory: ωB97M-V with the def2-TZVPD basis set.

Molar mass   98.10 g/mol
SMILES   [H]/N=C(C)/C(C=O)=N\[H]
Frontier orbital gap   9.31 eV

```
! RIJCOSX wB97M-V def2-TZVPD def2/J DEFGRID3
* xyz 0 1
C 0.013 -0.033 -1.412
C -0.865 0.122 0.005
C 0.374 0.185 0.786
C 0.981 -1.143 1.155
N -2.017 0.500 0.199
N 0.895 1.212 1.358
O 0.678 -2.201 0.676
H -2.670 0.579 -0.577
H 0.418 2.089 1.163
H 1.742 -1.032 1.945
H 1.034 0.319 -1.539
H -0.573 0.508 -2.150
H -0.011 -1.105 -1.608
*
```

Short version: two is the least stable of them.

one | A 6-piece molecular cluster, H12O6 overall. Source: OMol25; level of theory: ωB97M-V with the def2-TZVPD basis set.

Molar mass   108.09 g/mol
SMILES   O.O.O.O.O.O
Frontier orbital gap   12.07 eV

```
! RIJCOSX wB97M-V def2-TZVPD def2/J DEFGRID3
* xyz 0 1
O -2.278 -7.666 5.278
H -3.203 -7.830 5.480
H -1.765 -7.842 6.072
O 2.075 5.801 -2.838
H 2.758 6.142 -2.254
H 1.689 5.055 -2.376
O 0.980 -7.091 7.209
H 1.880 -7.200 6.875
H 1.040 -7.604 8.021
O 5.510 6.786 -7.973
H 4.746 7.185 -7.541
H 6.114 6.696 -7.254
O -4.158 13.122 -8.658
H -3.644 13.924 -8.511
H -5.030 13.413 -8.364
O -2.534 -11.146 5.885
H -2.113 -10.270 5.848
H -2.064 -11.475 5.102
*
```

two | A 6-piece molecular cluster, H12O6 overall. Source: OMol25; level of theory: ωB97M-V with the def2-TZVPD basis set.

Molar mass   108.09 g/mol
SMILES   O.O.O.O.O.O
Frontier orbital gap   11.01 eV

```
! RIJCOSX wB97M-V def2-TZVPD def2/J DEFGRID3
* xyz 0 1
O 18.944 29.266 -1.780
H 18.718 28.431 -1.371
H 19.818 29.125 -2.145
O 20.898 27.184 -1.373
H 20.118 27.156 -0.819
H 21.098 26.266 -1.554
O 25.316 28.628 -1.527
H 24.459 28.208 -1.449
H 25.893 28.099 -0.976
O 22.961 27.777 -6.544
H 23.366 28.353 -7.192
H 22.038 27.745 -6.795
O 21.712 28.953 -3.275
H 21.842 28.293 -2.594
H 21.955 28.510 -4.088
O 22.076 30.593 -0.465
H 22.304 30.280 -1.340
H 22.910 30.867 -0.083
*
```

Short version: one is the least stable of them.

one | A 2-piece molecular cluster, CHOPS overall. Source: OMol25; level of theory: ωB97M-V with the def2-TZVPD basis set.

Molar mass   92.06 g/mol
Frontier orbital gap (spin up / spin down)   6.49 / 6.49 eV

```
! RIJCOSX wB97M-V def2-TZVPD def2/J DEFGRID3
* xyz 0 1
C -0.459 0.870 0.166
O -1.153 1.835 0.158
P 0.616 -1.225 1.175
S 1.123 -1.657 -0.624
H -0.127 0.178 -0.876
*
```

two | One molecule with the formula CHOPS. Source: OMol25; level of theory: ωB97M-V with the def2-TZVPD basis set.

Molar mass   92.06 g/mol
Frontier orbital gap (spin up / spin down)   6.86 / 6.87 eV

```
! RIJCOSX wB97M-V def2-TZVPD def2/J DEFGRID3
* xyz 0 1
C 0.777 1.931 1.558
O 0.411 -0.833 1.834
P 0.865 0.047 0.780
S 1.955 2.937 1.770
H -0.314 -0.095 -0.111
*
```

Short version: two is the least stable of them.

one | A 2-piece molecular cluster, C3H9N2S overall. Source: OMol25; level of theory: ωB97M-V with the def2-TZVPD basis set.

Molar mass   105.19 g/mol
Frontier orbital gap   10.11 eV

```
! RIJCOSX wB97M-V def2-TZVPD def2/J DEFGRID3
* xyz 1 1
C -1.422 -0.357 0.211
C -0.652 -1.589 -0.221
C 0.914 0.351 -0.303
N 1.800 1.400 -0.041
N -0.392 0.688 0.379
S 1.182 -1.348 0.042
H -2.163 -0.045 -0.476
H -1.856 -0.534 1.220
H -1.005 -2.362 0.345
H -0.725 -1.950 -1.212
H 0.552 0.340 -1.776
H 1.972 1.547 0.981
H 2.587 1.493 -0.561
H -0.624 1.547 0.028
H -0.168 0.819 1.385
*
```

two | An isolated ion of composition C3H9N2S and charge +1. Source: OMol25; level of theory: ωB97M-V with the def2-TZVPD basis set.

Molar mass   105.19 g/mol
SMILES   CN1S[C@H]1C[NH3+]
Frontier orbital gap   10.01 eV

```
! RIJCOSX wB97M-V def2-TZVPD def2/J DEFGRID3
* xyz 1 1
C -0.234 0.342 -0.785
C -1.519 -1.641 0.066
C 1.260 0.736 -0.527
N -0.761 -0.433 0.292
N 1.310 1.000 0.963
S -1.478 1.178 0.102
H -0.505 0.237 -1.788
H -2.415 -1.856 0.563
H -1.682 -1.790 -1.007
H -0.927 -2.493 0.355
H 1.479 1.631 -1.162
H 1.996 0.074 -0.898
H 0.530 0.229 1.185
H 0.743 1.858 1.203
H 2.202 0.929 1.438
*
```

three | An isolated ion of composition C3H9N2S and charge +1. Source: OMol25; level of theory: ωB97M-V with the def2-TZVPD basis set.

Molar mass   105.19 g/mol
Frontier orbital gap (spin up / spin down)   7.10 / 7.10 eV

```
! RIJCOSX wB97M-V def2-TZVPD def2/J DEFGRID3
* xyz 1 1
C 0.586 2.256 0.510
C 0.906 -0.522 0.091
C -1.016 -1.454 -1.327
N 0.376 3.351 1.370
N 0.107 -1.729 -0.281
S 0.027 0.736 1.027
H 1.148 2.243 -0.438
H 1.390 -0.043 -0.706
H -1.514 -0.554 -1.239
H -0.623 -1.733 -2.260
H -1.773 -2.342 -1.118
H 0.290 3.281 2.356
H 1.062 4.050 1.234
H 0.929 -2.287 -0.591
H -0.324 -2.202 0.576
*
```

four | A 2-piece molecular cluster, C3H9N2S overall. Source: OMol25; level of theory: ωB97M-V with the def2-TZVPD basis set.

Molar mass   105.19 g/mol
Frontier orbital gap   8.86 eV

```
! RIJCOSX wB97M-V def2-TZVPD def2/J DEFGRID3
* xyz 1 1
C 1.302 0.480 -0.189
C 0.427 1.656 0.268
C -0.905 -0.416 -0.219
N -1.921 -1.370 0.161
N 0.547 -0.699 0.309
S -1.331 1.319 -0.039
H 1.497 0.466 -1.320
H 2.287 0.406 0.231
H 0.700 1.804 1.351
H 0.718 2.634 -0.301
H -0.231 -0.601 -1.922
H -1.732 -2.300 0.569
H -2.814 -1.024 -0.274
H 0.807 -1.559 -0.021
H 0.648 -0.796 1.395
*
```

Short version: four is the least stable of them.